21
Properties=species:S:1:pos:R:3:forces:R:3 method="wB97M-V/def2-TZVPD" e_lumo_ha="-0.165 / -0.146" orbital_gap_ev="7.3 / 7.7" total_charge=+1 multiplicity=1 total_energy_ha=-1194.94793 homo_energy_ha="-0.4327 / -0.4289"
C -0.508666 1.335063 2.701170 0.50 0.35 -0.68
C 0.280414 -0.821744 1.481049 -2.46 -0.53 -2.05
C 0.374166 -1.258360 -0.000434 1.64 2.09 1.17
C -1.460563 -0.321348 -3.005892 -0.35 -1.32 -1.25
N -0.267539 0.628281 1.395295 1.32 -0.02 0.13
P 1.183959 0.154446 -1.018097 0.55 -1.28 0.05
P 1.719054 -1.030577 -2.767062 0.30 1.91 -0.28
I -1.852667 1.384155 -2.027537 -0.44 0.68 0.37
H 0.306684 0.980616 3.413853 -1.87 0.41 -0.47
H -0.308734 2.350439 2.415893 0.46 0.78 0.41
H -1.601998 1.408084 2.891061 0.94 -1.06 0.73
H -0.421443 -1.515832 2.024411 0.65 1.16 -0.22
H 1.284334 -0.887083 1.848368 0.32 0.72 0.85
H -0.554321 -1.302161 -0.463677 -1.96 -0.53 -0.64
H 0.869874 -2.193210 -0.007546 0.57 -0.92 -0.45
H -2.148957 -1.180523 -2.784700 1.00 0.89 -0.16
H -1.159565 -0.171909 -4.061501 -0.21 -0.19 0.89
H -1.039983 0.809526 0.703507 0.36 -0.98 0.71
H 0.504161 1.133343 0.873038 -0.76 -0.42 0.75
H 2.440369 0.248668 -0.349579 0.03 -0.26 -0.04
H 2.361421 0.250127 -3.261623 -0.59 -1.46 0.19



18
Properties=species:S:1:pos:R:3:forces:R:3 method="wB97M-V/def2-TZVPD" e_above_lowest_kj_mol=12.8 e_lumo_ha="0.132 / 0.144" s2=0.7503 orbital_gap_ev="2.0 / 9.8" total_charge=-1 multiplicity=2 total_energy_ha=-214.87410 homo_energy_ha="0.0574 / -0.2178"
C 4.589734 1.675339 -2.054267 -0.26 -0.29 0.06
C 3.501534 1.518781 -3.131619 0.90 -0.06 0.71
H 4.937640 2.713150 -2.037003 0.08 -0.14 0.14
H 5.437857 1.009276 -2.230825 0.07 0.11 -0.16
H 4.211716 1.391357 -1.065831 -0.06 0.26 -0.04
H 3.967716 1.713735 -4.088942 -0.11 0.07 -0.47
H 3.106665 0.502964 -3.128468 -0.24 0.11 -0.05
H 2.737677 2.261456 -2.940177 -0.45 -0.06 -0.15
C -1.532293 -1.265416 1.927492 -0.06 -1.40 -0.52
C -2.910230 -0.649117 2.102205 0.92 0.76 1.00
N -3.898424 -1.420823 1.429040 -0.61 -1.02 -0.46
H -1.593582 -2.323394 2.232129 -0.19 0.14 -0.08
H -1.256349 -1.315986 0.864746 0.14 0.30 0.20
H -0.696384 -0.907843 2.517710 -0.03 0.75 -0.02
H -3.124507 -0.663311 3.176936 -0.18 -0.12 -0.05
H -2.876859 0.423441 1.865553 -0.09 -0.04 -0.35
H -3.843360 -1.537648 0.426126 0.19 0.34 0.22
H -4.847358 -1.364400 1.752401 -0.03 0.31 0.01



18
Properties=species:S:1:pos:R:3:forces:R:3 method="wB97M-V/def2-TZVPD" e_above_lowest_kj_mol=162.8 e_lumo_ha=0.034 orbital_gap_ev=10.0 multiplicity=1 smiles=CCC.CN total_energy_ha=-214.87124 homo_energy_ha=-0.3328
C -1.043507 0.836679 -1.819494 -3.73 -0.94 1.27
C 0.160252 1.709528 -1.632862 -0.23 -1.28 1.66
C 0.036508 2.422581 -0.266232 -2.32 -2.63 0.74
H -1.727899 0.428718 -0.963760 2.03 1.11 0.23
H -0.864360 -0.168683 -2.183619 0.02 0.31 -1.49
H -1.920749 1.432680 -2.188468 0.97 -0.76 -1.10
H 0.199050 2.400881 -2.443384 0.30 0.49 -0.64
H 1.038771 1.006545 -1.667008 -0.42 1.15 0.16
H -1.058918 2.849881 -0.042178 2.69 -0.41 -0.80
H 0.109449 1.541762 0.477699 0.06 1.56 -0.74
H 0.877582 3.043513 -0.165954 0.62 1.39 0.72
C -0.042827 -2.595419 2.195920 1.45 -2.33 0.00
N 1.046407 -2.070296 1.338239 -0.14 -2.60 -0.68
H 0.169962 -2.190452 3.205924 -1.12 -0.01 -0.54
H 0.100642 -3.778073 2.334662 -0.07 2.51 -0.37
H -1.034641 -2.521104 1.718662 0.09 0.50 0.85
H 1.127784 -2.720462 0.493069 -0.06 2.19 1.32
H 0.995919 -1.073349 1.192690 -0.16 -0.24 -0.60



19
Properties=species:S:1:pos:R:3:forces:R:3 method="wB97M-V/def2-TZVPD" e_above_lowest_kj_mol=304.1 e_lumo_ha="0.036 / 0.029" s2=0.7506 orbital_gap_ev="4.0 / 10.5" multiplicity=2 total_energy_ha=-269.52428 homo_energy_ha="-0.1124 / -0.3552"
C 2.178865 -0.506573 0.737273 -2.82 0.11 0.40
C 0.596745 -0.446440 0.480674 2.12 2.39 3.12
C 0.213488 1.030408 0.056587 1.61 -0.96 0.66
C -1.279806 1.202910 0.196768 1.28 1.94 0.69
N -1.908250 0.245453 -0.701791 -1.04 -2.33 1.85
N 0.275211 -1.322138 -0.576225 -2.78 -3.16 2.02
H 2.539628 -0.370841 -0.232479 1.34 -0.31 -1.45
H 2.362215 -1.428600 1.224556 0.59 -1.27 -0.17
H 2.627421 0.221148 1.363845 -0.06 1.14 0.69
H 0.116770 -0.655116 1.532208 0.34 -0.02 -2.31
H 0.825242 1.730855 0.727248 -1.07 -0.69 -1.04
H 0.499226 1.151523 -1.019448 0.05 0.17 0.89
H -1.465752 2.228426 -0.176281 -0.69 -0.43 0.73
H -1.467827 1.037453 1.317305 -0.68 0.23 -2.00
H -1.851772 0.248981 -1.693675 -1.19 2.43 -3.02
H -2.803161 -0.280516 -0.385480 0.41 0.46 -0.22
H 0.143844 -2.340462 -0.294890 0.50 1.88 -0.74
H 0.857259 -1.188669 -1.330317 1.64 -0.11 -2.03
H -1.207577 -0.499210 -0.914285 0.45 -1.46 1.93



19
Properties=species:S:1:pos:R:3:forces:R:3 method="wB97M-V/def2-TZVPD" e_above_lowest_kj_mol=341.6 e_lumo_ha="0.031 / -0.048" s2=0.7543 orbital_gap_ev="8.5 / 6.3" multiplicity=2 total_energy_ha=-269.51001 homo_energy_ha="-0.2812 / -0.2791"
C -1.423037 -2.256502 3.638608 2.06 1.96 -1.21
N -0.242231 -0.027735 -2.282538 1.21 -1.78 2.16
C -0.791415 0.876956 -3.263647 0.64 -0.21 1.67
C -0.318309 -1.724975 2.991495 -2.90 -1.68 1.07
N 0.393287 0.857199 0.116255 2.40 1.31 1.00
C 1.702107 1.447774 -0.248628 1.35 0.32 1.00
H -2.371599 -2.220557 3.165216 -1.06 0.65 0.13
H -1.362630 -2.562268 4.677224 0.21 -1.02 -0.39
H 0.518823 -0.583332 -2.675900 -0.29 0.23 0.21
H -0.039550 1.620391 -3.447221 -0.05 1.12 -0.72
H -1.669048 1.270870 -2.781673 -0.51 0.70 -0.34
H -1.058363 0.368840 -4.172459 -0.17 -0.24 -0.40
H -0.448445 -1.011826 2.139295 0.57 -1.41 0.45
H 0.522926 -2.331165 3.311666 1.11 1.49 -0.07
H 0.003221 0.226637 -1.184496 -1.49 -0.38 -3.91
H 0.198128 1.201278 1.059978 -0.31 0.04 -0.08
H 1.708792 2.563278 -0.493847 -0.50 -1.24 0.52
H 2.150728 0.969577 -1.120859 -0.55 -0.14 -0.13
H 2.526615 1.315560 0.571534 -1.71 0.28 -0.96



19
Properties=species:S:1:pos:R:3:forces:R:3 method="wB97M-V/def2-TZVPD" e_above_lowest_kj_mol=119.3 e_lumo_ha=-0.114 orbital_gap_ev=10.3 total_charge=+1 multiplicity=1 smiles=C[NH+](C)CCN total_energy_ha=-269.45525 homo_energy_ha=-0.4914
C 1.540045 -0.557714 -0.538544 0.45 0.04 -0.13
N 0.808942 0.592902 0.088953 -0.20 -0.45 -1.21
C 1.457916 1.005529 1.350325 0.08 0.48 0.36
C -0.655422 0.296542 0.312178 -0.07 0.56 0.39
C -1.442605 -0.224410 -0.895188 -0.35 -0.30 0.59
N -2.296350 -1.321844 -0.433339 0.23 0.12 -0.07
H 2.608126 -0.323225 -0.559012 -0.19 -0.04 0.20
H 1.230793 -0.706653 -1.570451 -0.16 0.08 0.16
H 1.346400 -1.451848 0.042412 0.01 -0.08 0.09
H 0.859485 1.334054 -0.616856 0.02 0.18 0.42
H 1.743802 0.119499 1.902194 -0.14 -0.16 0.12
H 0.767364 1.618976 1.925620 0.01 -0.10 0.01
H 2.348952 1.589464 1.157319 0.14 0.02 -0.24
H -0.692595 -0.378897 1.161755 0.01 -0.40 -0.13
H -1.078932 1.240403 0.671523 0.07 -0.08 -0.11
H -2.003489 0.620539 -1.311917 0.18 -0.12 -0.26
H -0.784991 -0.657901 -1.641144 0.03 0.22 -0.20
H -2.720250 -1.807640 -1.215169 -0.02 0.08 0.08
H -3.037198 -0.987770 0.169350 -0.10 -0.02 -0.05



19
Properties=species:S:1:pos:R:3:forces:R:3 method="wB97M-V/def2-TZVPD" e_above_lowest_kj_mol=132.4 e_lumo_ha=-0.116 orbital_gap_ev=11.4 total_charge=+1 multiplicity=1 smiles=C[C@@H]([NH3+])CCN total_energy_ha=-269.45026 homo_energy_ha=-0.5340
C -1.794022 -1.042884 -0.989406 -0.85 1.61 -0.95
C -0.675731 -0.540426 -0.070407 -0.24 -0.71 -0.06
N 0.548349 -1.384741 -0.133421 2.17 0.37 2.10
C -0.202157 0.851776 -0.485392 0.25 1.07 1.67
C 0.916253 1.545279 0.437653 1.80 -1.32 -2.50
N 1.372337 0.689612 1.572162 -1.57 0.74 0.67
H -2.744127 -0.926581 -0.456953 0.13 -0.30 -0.18
H -1.801200 -1.979139 -1.557418 0.61 -0.29 0.89
H -1.844663 -0.304243 -1.815486 -0.16 -0.29 0.33
H -0.993230 -0.585252 0.985947 0.10 0.14 -0.47
H 1.142401 -1.015492 0.747491 -0.66 -0.10 -1.81
H 1.071082 -1.155611 -0.978083 0.12 -0.21 0.00
H 0.506093 -2.397757 -0.031920 -0.65 -0.01 -0.20
H -1.066526 1.535354 -0.327932 0.34 -0.62 -1.03
H 0.213046 0.795753 -1.518240 -0.83 0.34 0.53
H 1.852437 1.515591 -0.179278 -0.78 0.34 0.17
H 0.677953 2.629017 0.446013 0.03 -0.67 1.27
H 2.172387 1.088962 2.060066 0.06 -0.03 -0.42
H 0.649319 0.680782 2.294604 0.12 -0.05 -0.01



19
Properties=species:S:1:pos:R:3:forces:R:3 method="wB97M-V/def2-TZVPD" e_above_lowest_kj_mol=421.1 e_lumo_ha=-0.113 orbital_gap_ev=10.5 total_charge=+1 multiplicity=1 smiles=CNC[NH+](C)C total_energy_ha=-269.34031 homo_energy_ha=-0.5004
C -0.702240 -1.132510 -2.081829 -3.94 2.99 -0.95
N -1.264954 -0.603775 -0.809899 1.69 4.74 0.22
C -0.444925 0.888759 -0.311610 -3.16 -3.37 -3.57
N 0.064546 0.398492 0.937961 3.00 2.26 2.82
C 0.467445 -0.973439 1.058656 1.36 -5.24 -1.10
C 1.209490 1.284167 1.355278 3.27 2.68 0.09
H 0.333957 -1.235332 -2.031312 1.52 -0.36 -0.05
H -1.282908 -2.014732 -2.079598 0.13 -1.62 -0.96
H -1.091774 -0.456626 -2.986895 1.37 -1.55 1.66
H -2.199832 -0.204308 -0.934588 0.25 -0.53 -0.48
H -1.329153 1.548757 -0.237298 0.98 -0.01 0.54
H 0.333532 1.326325 -1.010627 -0.91 -1.09 0.87
H -0.568865 0.623797 1.681355 -1.14 -0.38 0.29
H 1.465066 -1.292052 0.500250 -2.01 1.43 1.01
H 0.565799 -1.435986 2.075685 -0.06 1.51 -0.48
H -0.333248 -1.590662 0.577369 0.89 0.65 0.57
H 1.296478 2.096497 0.613574 -0.27 -0.31 0.24
H 1.194457 1.866234 2.312884 -1.09 -1.10 -0.45
H 2.287127 0.906395 1.370642 -1.88 -0.69 -0.28



19
Properties=species:S:1:pos:R:3:forces:R:3 method="wB97M-V/def2-TZVPD" e_above_lowest_kj_mol=553.8 e_lumo_ha=-0.277 orbital_gap_ev=5.3 total_charge=+1 multiplicity=1 total_energy_ha=-269.28977 homo_energy_ha=-0.4707
N -1.464138 -2.133918 -0.218700 -0.91 1.36 1.20
C -0.194067 -0.457932 0.981126 1.71 2.96 -0.21
C -1.385795 0.310208 1.354618 -0.87 -0.86 1.31
C 0.499424 -0.057056 -0.312362 -0.12 -0.74 -1.09
N 1.125804 1.238693 -0.296968 -0.46 0.23 0.17
C 1.888835 1.516615 -1.507136 -0.33 1.37 0.53
H -0.720249 -1.466448 0.334080 -1.09 -3.33 -2.05
H -1.290752 -3.127940 -0.413243 1.33 0.32 0.49
H -2.157520 -2.163200 0.537892 -0.31 -0.03 -0.34
H 0.387244 -0.969977 1.745835 -0.23 -0.20 0.05
H -2.176140 0.356055 0.602451 0.23 -0.24 -0.40
H -1.281889 1.375885 1.607067 0.90 -0.08 -0.19
H -1.779438 -0.150078 2.266990 -0.27 0.24 -0.06
H 1.148805 -0.815970 -0.780422 0.42 -0.31 1.07
H -0.296939 -0.115526 -1.063383 -0.32 0.82 -0.04
H 1.494140 1.629273 0.552336 0.18 -0.46 0.17
H 2.741449 0.871594 -1.713926 -0.29 -0.50 -0.19
H 1.147008 1.644189 -2.297106 0.44 -0.51 -0.43
H 2.314219 2.515534 -1.379150 -0.02 -0.05 0.03



19
Properties=species:S:1:pos:R:3:forces:R:3 method="wB97M-V/def2-TZVPD" e_above_lowest_kj_mol=351.4 e_lumo_ha=-0.251 orbital_gap_ev=7.4 total_charge=+1 multiplicity=1 total_energy_ha=-269.36686 homo_energy_ha=-0.5222
C -2.470321 -0.078264 -0.042928 -0.36 -0.90 -0.09
C -1.114166 0.655899 -0.067786 0.87 1.30 0.52
C -0.227488 -0.294732 -0.702006 -1.70 -2.36 0.81
C 0.548296 -1.247247 0.063133 1.16 0.90 0.84
N 0.869427 -0.866953 1.404918 -0.24 0.05 -0.10
N 2.012783 1.581311 -0.524269 -0.22 -0.26 0.26
H -2.513239 -0.716832 0.839144 0.08 0.12 0.07
H -3.315098 0.603714 -0.019974 0.16 0.22 -0.09
H -2.592326 -0.758366 -0.889896 -0.18 0.22 -0.13
H -1.150880 1.638636 -0.546718 -0.31 -0.24 -0.48
H -0.786018 0.872797 0.946963 0.06 -0.12 0.01
H -0.527884 -0.751974 -1.644300 0.41 0.86 -0.66
H 1.450879 -1.572277 -0.477568 -0.29 -0.26 -0.52
H -0.126669 -2.128700 0.072323 -0.13 -0.05 -0.37
H 1.227494 0.079408 1.433842 0.19 0.06 0.15
H 1.687108 2.411942 -1.000326 -0.06 0.08 -0.07
H 1.549965 -1.496457 1.802899 0.02 0.00 0.17
H 1.442605 0.793936 -0.838851 0.52 0.43 -0.31
H 2.962185 1.406255 -0.833855 0.01 -0.05 -0.01



Number 1: M 264.01 g/mol. Number 2: M 75.15 g/mol. Number 3: M 75.16 g/mol. Number 4: M 89.16 g/mol. Number 5: M 89.16 g/mol. Number 6: M 89.16 g/mol. Number 7: M 89.16 g/mol. Number 8: M 89.16 g/mol. Number 9: M 89.16 g/mol. Number 10: M 89.16 g/mol.